No. 1
# C11H21N5O5P

2 unconnected molecules or ions with the total composition C11H21N5O5P at a distorted geometry (ωB97M-V with the def2-TZVPD basis set, OMol25).

For the HOMO energy, the calculation gives -11.35 eV. The energy relative to the best compared isomer or geometry (same formula, charge and spin) comes out at 145.02 kJ/mol. The value obtained for the frontier orbital gap is 6.540 eV. The charge is +1. As for the spin multiplicity: 1.

Last column: Löwdin charge in e.
Element x y z (Å)
N1 -1.738 -2.374 0.115  -0.163
P1 -0.609 -1.403 -0.788  0.889
O1 0.767 -1.276 0.153  -0.312
C1 -1.315 0.324 -0.772  -0.184
C2 -2.771 0.543 -0.703  0.015
N2 -3.215 1.816 -0.686  0.029
N3 -2.548 2.932 -0.690  0.172
C3 -1.228 2.817 -0.758  -0.240
O2 -0.494 4.006 -0.759  -0.041
N4 -0.842 4.671 0.477  0.048
O3 -0.321 4.159 1.378  0.142
C4 -0.471 1.542 -0.824  -0.038
C5 1.064 1.477 -0.939  -0.129
C6 1.413 0.854 -2.350  -0.197
C7 1.178 1.865 -3.547  -0.158
C8 1.627 1.083 -4.855  -0.251
O4 0.552 0.301 -5.408  -0.092
H1 -2.703 -2.067 0.009  0.011
H2 -1.632 -3.365 -0.101  0.051
H3 1.012 -2.159 0.529  0.028
H4 -3.488 -0.296 -0.669  0.133
H5 -4.237 1.915 -0.665  0.192
H6 1.561 0.927 -0.109  0.118
H7 1.426 2.540 -0.964  0.120
H8 0.777 -0.040 -2.598  0.076
H9 2.469 0.478 -2.390  0.129
H10 1.785 2.798 -3.445  0.118
H11 0.087 2.092 -3.691  0.117
H12 2.457 0.363 -4.641  0.121
H13 1.981 1.808 -5.628  0.121
H14 0.201 0.763 -6.186  0.090
C9 1.373 -2.473 3.010  -0.322
O5 1.067 -3.167 2.048  -0.027
N5 0.694 -2.419 4.167  -0.188
C10 1.115 -1.574 5.269  -0.045
C11 -0.501 -3.233 4.318  -0.030
H15 2.260 -1.821 2.997  0.144
H16 1.311 -2.196 6.144  0.096
H17 0.320 -0.862 5.500  0.093
H18 2.021 -1.026 5.013  0.087
H19 -0.240 -4.284 4.190  0.098
H20 -1.225 -2.957 3.549  0.088
H21 -0.939 -3.082 5.303  0.091

No. 2
# C11H21NSi

2 unconnected molecules or ions with the total composition C11H21NSi at a distorted geometry (ωB97M-V with the def2-TZVPD basis set, OMol25).

For the HOMO energy (alpha / beta), the calculation gives -6.69 / -6.93 eV. The energy relative to the best compared isomer or geometry (same formula, charge and spin) comes out at 426.24 kJ/mol. The value obtained for the frontier orbital gap (alpha / beta) is 7.215 / 6.959 eV. As for the spin multiplicity: 1.

Last column: Löwdin charge in e.
Element x y z (Å)
C1 0.797 1.660 -3.654  -0.094
C2 1.176 2.546 -2.601  -0.100
C3 0.882 0.351 -3.192  -0.162
C4 1.393 1.749 -1.549  -0.233
C5 -2.062 0.456 3.087  -0.087
C6 -1.147 1.435 0.013  -0.091
C7 -2.082 -1.001 0.236  -0.137
C8 2.993 -0.526 0.270  -0.184
C9 1.332 -2.453 -1.621  -0.209
C10 -0.857 -0.032 2.163  -0.252
C11 -1.228 0.092 0.725  -0.397
N1 1.182 0.441 -1.903  -0.226
Si1 1.366 -0.827 -0.714  0.750
H1 0.520 1.969 -4.676  0.095
H2 1.395 3.614 -2.625  0.103
H3 0.995 -0.599 -3.717  0.105
H4 1.807 1.860 -0.509  0.121
H5 -2.122 1.535 3.032  0.064
H6 -3.017 0.084 2.751  0.062
H7 -1.873 0.015 4.024  0.047
H8 -1.083 1.232 -1.110  0.093
H9 -1.854 2.197 0.417  0.086
H10 -0.135 1.909 0.295  0.073
H11 -3.177 -0.862 0.308  0.082
H12 -1.872 -1.375 -0.814  0.083
H13 -1.891 -1.938 0.793  0.078
H14 3.502 0.295 -0.240  0.026
H15 2.674 -0.424 1.315  0.020
H16 3.590 -1.382 0.201  -0.010
H17 1.881 -3.085 -0.980  -0.003
H18 0.287 -2.844 -1.685  0.035
H19 1.645 -2.435 -2.686  0.034
H20 0.079 0.521 2.478  0.117
H21 -0.875 -1.106 2.523  0.109

No. 3
# C11H22FN2O4P

A single C11H22FN2O4P molecule at a distorted geometry (ωB97M-V with the def2-TZVPD basis set, OMol25).

As for the SMILES: CCOCC[C@@]1(F)C(=O)N[C@H](OC[C@H](C)O)[C@@H]1[PH2]=N. For the HOMO energy, the calculation gives -8.69 eV. The value obtained for the frontier orbital gap is 8.571 eV. As for the spin multiplicity: 1.

Last column: Löwdin charge in e.
Element x y z (Å)
C1 1.433 -3.133 -3.471  -0.096
C2 1.642 -1.483 -3.346  -0.241
O1 0.629 -0.883 -4.234  -0.235
C3 0.186 0.444 -3.713  -0.182
C4 -1.312 0.290 -3.065  -0.070
C5 -1.410 0.590 -1.456  -0.260
F1 -1.332 2.038 -1.154  -0.047
C6 -2.833 -0.142 -0.978  -0.186
O2 -3.849 -0.508 -1.768  -0.003
N1 -2.666 -0.216 0.526  0.060
C7 -1.219 -0.327 1.036  -0.285
O3 -0.817 0.674 2.036  -0.215
C8 -0.920 0.168 3.413  -0.128
C9 -0.050 0.991 4.530  -0.333
C10 0.979 2.116 3.927  -0.082
O4 0.722 0.143 5.457  -0.105
C11 -0.394 -0.156 -0.408  -0.240
P1 1.229 0.745 0.093  0.753
N2 2.102 -0.187 1.089  -0.320
H1 1.928 -3.722 -2.585  0.079
H2 0.257 -3.319 -3.407  0.087
H3 1.800 -3.547 -4.517  0.086
H4 1.472 -1.136 -2.241  0.079
H5 2.710 -1.152 -3.697  0.131
H6 0.083 1.136 -4.676  0.137
H7 0.977 0.964 -3.026  0.101
H8 -1.749 -0.749 -3.403  0.145
H9 -1.991 1.114 -3.597  0.145
H10 -3.271 0.432 1.091  0.149
H11 -1.215 -1.448 1.440  0.174
H12 -0.601 -0.976 3.478  0.147
H13 -2.051 0.216 3.741  0.137
H14 -0.831 1.586 5.207  0.156
H15 1.163 2.937 4.772  0.100
H16 0.497 2.707 3.022  0.084
H17 2.048 1.711 3.648  0.079
H18 1.691 0.164 5.189  0.105
H19 -0.033 -1.254 -0.611  0.139
H20 0.955 2.048 0.703  0.022
H21 2.009 0.968 -1.105  -0.004
H22 2.272 0.314 1.989  -0.065

Number 1: electronic energy -1422.6995 Ha. Number 2: electronic energy -775.8598 Ha. Number 3: electronic energy -1283.7307 Ha.